The following is a DFT calculation (wB97M-V/def2-TZVPD) of a 3-piece molecular cluster, C44H71N3O15P4S overall in a non-equilibrium geometry.

Positions of all 138 atoms, in Å:
C  -1.0056  -2.4134  2.8322
C  -1.0954  -1.9577  4.0983
C  0.0432  -1.2425  4.8064
C  1.2757  -1.1223  3.9410
C  2.4357  -1.8877  4.1655
P  2.4543  -3.0955  5.5404
P  2.3849  -4.9650  4.4298
O  3.7291  -5.4830  4.0952
O  1.5565  -4.7397  3.0725
O  1.6035  -6.0587  5.2888
C  3.5323  -1.7319  3.3191
C  3.5499  -0.8641  2.2384
C  4.7616  -0.7783  1.3372
C  5.9830  -0.1568  2.0541
C  7.0547  0.1535  1.0009
N  7.2782  -1.0002  0.1307
C  2.3984  -0.1077  2.0020
C  1.2955  -0.2491  2.8535
C  0.0824  0.5871  2.5014
O  -0.5664  1.1791  3.3245
C  -0.2005  0.6482  1.0261
C  0.9034  0.7864  0.1873
C  0.7681  0.8377  -1.1892
C  -0.5107  0.7350  -1.7161
C  -1.6273  0.5885  -0.8958
C  -2.9725  0.4329  -1.5971
C  -3.2006  1.5210  -2.6884
C  -2.9820  0.9848  -4.1238
O  -4.0915  1.2986  -4.9584
C  -1.4967  0.5466  0.5024
C  -2.7028  0.3573  1.3964
C  -3.7758  1.5099  1.2919
C  -5.1660  0.8475  1.2428
C  -5.6154  0.4511  2.6641
C  -7.1197  0.0583  2.6289
C  -7.3182  -1.3696  3.1822
C  -7.3149  -2.3367  1.9916
S  -7.5047  -4.0602  2.5620
C  -6.1525  -4.7862  1.7376
N  -6.1256  -5.9888  1.2619
N  -4.8685  -6.1709  0.7245
C  -4.2171  -5.0706  0.8896
O  -4.9848  -4.1523  1.5113
C  2.2479  0.8436  0.8447
O  3.1144  1.5979  0.4833
H  -1.7948  -2.2902  2.0958
H  -0.1099  -2.9693  2.5566
H  -2.0224  -2.1541  4.6386
H  0.2744  -1.7642  5.7403
H  -0.3299  -0.2648  5.1108
H  3.7323  -3.1175  6.1304
H  2.1659  -4.7263  2.3233
H  1.8511  -6.9289  4.9441
H  4.4014  -2.3553  3.5158
H  4.9770  -1.7873  0.9789
H  4.5705  -0.1776  0.4513
H  6.3486  -0.9125  2.7569
H  5.7074  0.7788  2.5415
H  6.6961  0.9675  0.3611
H  7.9720  0.5015  1.4968
H  8.0867  -0.8760  -0.4601
H  7.3420  -1.8624  0.6550
H  1.6527  0.9246  -1.8087
H  -0.6034  0.7710  -2.7965
H  -2.9129  -0.5357  -2.1092
H  -3.8006  0.3597  -0.9021
H  -2.4578  2.3079  -2.5370
H  -4.2014  1.9321  -2.5443
H  -2.0515  1.4053  -4.5299
H  -2.8714  -0.1006  -4.1472
H  -4.4808  2.1260  -4.6658
H  -3.1472  -0.6061  1.1132
H  -2.4430  0.2723  2.4470
H  -3.5348  2.0424  0.3710
H  -3.6358  2.1371  2.1713
H  -5.8833  1.5726  0.8452
H  -5.1157  -0.0475  0.6195
H  -5.0623  -0.4443  2.9661
H  -5.3911  1.2467  3.3754
H  -7.7249  0.7835  3.1754
H  -7.4487  0.0514  1.5860
H  -6.4835  -1.6762  3.8173
H  -8.2304  -1.4689  3.7757
H  -8.1242  -2.0765  1.3080
H  -6.3580  -2.2696  1.4737
H  -3.2061  -4.8780  0.5763
O  4.7109  6.6166  -1.8423
P  3.9353  6.8560  -0.5993
O  2.3717  6.7077  -1.0192
C  1.8774  5.4073  -1.3437
C  1.8007  4.4971  -0.1309
O  4.0426  8.4800  -0.4393
C  4.9311  9.2408  -1.2549
C  4.2706  9.6897  -2.5456
O  3.6746  6.7112  1.0167
C  4.6975  6.0618  1.8007
C  6.0385  6.7628  1.6975
H  2.5020  4.9562  -2.1207
H  0.8792  5.5479  -1.7581
H  2.7983  4.2288  0.2238
H  1.2836  3.5702  -0.3799
H  1.2769  4.9858  0.6913
H  5.8421  8.6773  -1.4560
H  5.2277  10.1164  -0.6742
H  3.6900  8.8883  -3.0014
H  5.0174  10.0291  -3.2648
H  3.5754  10.5091  -2.3549
H  4.7888  5.0187  1.4833
H  4.3501  6.0607  2.8327
H  6.4270  6.7364  0.6742
H  6.7701  6.2822  2.3474
H  5.9462  7.8109  1.9822
O  -2.0099  -2.5383  -3.5948
P  -1.1169  -3.6040  -4.1420
O  0.2589  -3.2488  -3.3016
C  0.3098  -3.5408  -1.9114
C  0.3558  -5.0327  -1.6345
O  -0.7161  -2.9733  -5.5936
C  -1.4722  -1.9091  -6.1736
C  -0.9454  -0.5491  -5.7544
O  -0.4674  -5.0590  -4.5840
C  -1.3701  -6.1750  -4.7475
C  -2.4366  -5.9076  -5.7911
H  -0.5470  -3.0820  -1.4053
H  1.2152  -3.0726  -1.5237
H  -0.5978  -5.5043  -1.8910
H  0.5421  -5.2224  -0.5756
H  1.1341  -5.5196  -2.2207
H  -2.5295  -2.0140  -5.9302
H  -1.3904  -2.0116  -7.2567
H  -0.7153  -0.5159  -4.6890
H  -1.6732  0.2321  -5.9778
H  -0.0176  -0.3194  -6.2807
H  -1.8325  -6.4106  -3.7847
H  -0.7632  -7.0314  -5.0373
H  -3.0868  -5.0762  -5.4964
H  -3.0620  -6.7892  -5.9313
H  -1.9816  -5.6408  -6.7447

Forces on atoms 1 to 2 (eV/Å):
C 0.287 -0.170 0.371
C 0.020 -0.189 -0.489

Its total charge is 0. The value obtained for the largest force on an atom is 8.011 eV/A. The calculation puts the gap between HOMO and LUMO at 8.1007 eV. Its structure (SMILES) is C=CCc1c(PP(=O)(O)O)cc(CCCN)c2c1C(=O)c1c(ccc(CCCO)c1CCCCCCCSc1nnco1)C2=O.CCOP(=O)(OCC)OCC.CCOP(=O)(OCC)OCC.